Arrangement 1

Here is a 6-piece molecular cluster, C2H16N2O4 overall from the Open Molecules 2025 dataset. Energies are from ωB97M-V/def2-TZVPD.

CARTESIAN COORDINATES (ANGSTROEM)
C: 0.576 -0.473 1.656
C: -0.925 -0.512 1.657
N: -1.438 0.750 2.093
N: 1.222 1.586 -1.849
H: 0.952 -1.482 1.456
H: 0.988 -0.185 2.625
H: -1.427 -1.242 2.286
H: -1.310 -0.665 0.609
H: -2.442 0.749 2.300
H: -1.272 1.441 1.284
H: 0.930 0.207 0.886
H: 0.961 2.075 -2.697
H: 2.169 1.610 -1.495
H: -0.350 -1.065 -1.365
O: -1.034 -0.455 -1.667
H: 1.274 -1.565 -0.889
H: 1.417 -0.193 -1.894
O: 1.809 -1.006 -1.498
H: -1.138 0.271 -1.030
H: 0.211 -3.526 -0.480
O: 0.427 -2.643 -0.224
H: 0.448 1.707 -1.198
H: -1.130 2.750 -0.434
O: -0.918 1.868 -0.133

Calculated values
- Gap between HOMO and LUMO: 3.7983 eV
- E_LUMO: -5.37 eV

=====

Arrangement 2

Here is a 6-piece molecular cluster, C2H16N2O4 overall from the Open Molecules 2025 dataset. Energies are from ωB97M-V/def2-TZVPD.

CARTESIAN COORDINATES (ANGSTROEM)
C: 0.813 -1.601 -1.987
C: -0.504 -1.070 -2.505
N: -1.669 -1.513 -1.684
N: 0.239 -0.796 0.409
H: 1.619 -1.319 -2.662
H: 0.839 -2.683 -1.933
H: -0.723 -1.284 -3.557
H: -0.514 0.027 -2.411
H: -2.173 -2.218 -2.222
H: -1.289 -2.090 -0.937
H: 0.565 -1.036 -0.600
H: 0.193 -1.582 1.069
H: 0.790 -0.124 0.997
H: -0.497 1.923 4.225
O: -0.580 1.474 3.383
H: 0.138 2.715 -0.306
H: 1.235 1.979 0.627
O: 1.017 2.760 0.063
H: 0.346 1.208 3.069
H: 2.357 0.924 2.095
O: 1.431 0.786 1.866
H: -0.866 0.744 0.455
H: -1.296 1.369 1.750
O: -1.471 1.409 0.798

Calculated values
- Gap between HOMO and LUMO: 4.5748 eV
- E_LUMO: -4.52 eV

=====

The least stable of them is arrangement 1.

=====

Arrangement 1

Here is an isolated molecule of C9H12O from the Open Molecules 2025 dataset. Energies are from ωB97M-V/def2-TZVPD.

CARTESIAN COORDINATES (ANGSTROEM)
C: 1.451 1.263 2.301
C: 0.489 0.657 1.882
C: 0.373 -0.281 -1.822
C: 0.811 -0.906 -0.773
C: -0.743 0.736 -1.862
C: -1.099 1.430 -0.549
C: -1.655 0.534 0.564
C: -0.589 -0.080 1.416
C: 1.746 -1.949 -0.368
O: -0.893 -1.285 1.992
H: 2.246 1.826 2.686
H: 0.807 -0.481 -2.812
H: -0.457 1.510 -2.581
H: -1.635 0.253 -2.270
H: -0.218 1.952 -0.170
H: -1.860 2.175 -0.786
H: -2.300 1.151 1.206
H: -2.270 -0.264 0.149
H: 2.329 -2.331 -1.214
H: 1.197 -2.784 0.072
H: 2.436 -1.560 0.380
H: -0.166 -1.564 2.560

Calculated values
- Gap between HOMO and LUMO (alpha / beta): 8.0987 / 7.4005 eV
- E_LUMO (alpha / beta): 0.47 / 0.50 eV

=====

Arrangement 2

Here is C9H12O as an isolated structure from the Open Molecules 2025 dataset. Energies are from ωB97M-V/def2-TZVPD.

CARTESIAN COORDINATES (ANGSTROEM)
C: -1.453 2.557 1.525
C: -1.142 1.752 0.652
C: -0.970 -1.786 0.024
C: 0.269 -1.905 -0.760
C: -1.705 -0.510 -0.352
C: 1.291 -0.803 -0.308
C: -0.940 0.703 -0.243
C: 1.009 0.620 -0.455
C: 1.797 1.561 0.354
O: 0.001 0.925 -1.332
H: -1.912 3.173 2.144
H: -1.691 -2.674 -0.045
H: -0.780 -1.565 1.143
H: 0.792 -2.777 -0.669
H: 0.102 -1.832 -1.799
H: -2.198 -0.439 -1.408
H: -2.616 -0.580 0.231
H: 1.603 -0.956 0.764
H: 2.265 -0.889 -0.930
H: 1.683 1.803 1.381
H: 1.783 2.529 -0.064
H: 2.813 1.092 0.147

Calculated values
- Gap between HOMO and LUMO (alpha / beta): 7.9047 / 7.9059 eV
- E_LUMO (alpha / beta): 0.74 / 0.74 eV

=====

Arrangement 3

Here is an isolated molecule of C9H12O from the Open Molecules 2025 dataset. Energies are from ωB97M-V/def2-TZVPD.

CARTESIAN COORDINATES (ANGSTROEM)
C: -0.359 -1.147 0.484
C: 0.514 -1.971 -0.402
C: -0.477 0.445 -1.627
C: 0.980 1.117 -1.335
C: -0.996 0.013 -0.324
C: 1.566 -1.227 -0.816
C: 1.428 0.225 -0.235
C: 0.102 0.233 0.615
C: -0.472 1.021 2.747
O: 0.062 1.346 1.520
H: -1.153 -1.599 1.022
H: 0.237 -2.954 -0.537
H: -1.125 1.324 -2.018
H: -0.323 -0.255 -2.467
H: 1.426 1.380 -2.360
H: 0.670 1.981 -0.803
H: -1.733 0.665 -0.053
H: 1.948 -1.203 -1.795
H: 2.378 0.463 0.311
H: -0.615 2.048 3.136
H: 0.265 0.554 3.286
H: -1.319 0.459 2.701

Calculated values
- Gap between HOMO and LUMO: 9.7072 eV
- E_LUMO: 1.00 eV
- SMILES string: CO[C@]12[C@@H]3C=C[C@H]1CC[C@@H]32

=====

The least stable of them is arrangement 2.

=====

Arrangement 1

Here is a 2-piece molecular cluster, C6H12N2O overall from the Open Molecules 2025 dataset. Energies are from ωB97M-V/def2-TZVPD.

CARTESIAN COORDINATES (ANGSTROEM)
C: 1.603 0.730 0.306
C: 0.531 0.910 1.394
C: 1.362 -0.487 -0.509
C: 1.250 -0.526 -1.870
C: 1.162 -2.547 -1.015
N: 1.268 -1.744 0.026
N: 1.262 -1.869 -2.196
H: 1.689 1.632 -0.295
H: 2.525 0.537 0.877
H: 0.688 0.307 2.299
H: 1.036 0.232 -2.596
H: 0.943 -3.595 -1.045
H: 1.557 -2.348 -3.043
H: -0.396 0.482 1.009
H: 0.479 1.908 1.841
C: -3.107 1.458 1.547
O: -3.840 2.735 1.388
H: -3.155 3.393 1.538
H: -2.204 1.708 0.994
H: -2.926 1.150 2.573
H: -3.700 0.745 0.996

Calculated values
- Gap between HOMO and LUMO (alpha / beta): 2.0793 / 8.1928 eV
- Spin multiplicity: 2
- E_LUMO (alpha / beta): 3.21 / 3.20 eV
- Total charge: -1

=====

Arrangement 2

Here is a 2-piece molecular cluster, C6H12N2O overall from the Open Molecules 2025 dataset. Energies are from ωB97M-V/def2-TZVPD.

CARTESIAN COORDINATES (ANGSTROEM)
C: -1.865 0.623 -1.553
C: -1.533 0.514 -3.026
C: -0.689 0.969 -0.721
C: 0.640 0.811 -0.960
C: 0.354 1.382 1.123
N: -0.834 1.224 0.656
N: 1.337 1.333 0.132
H: -2.444 1.569 -1.530
H: -2.525 -0.171 -1.226
H: -0.837 -0.334 -3.149
H: 1.200 0.637 -1.865
H: 0.683 1.595 2.121
H: 2.327 1.122 0.186
H: -1.086 1.383 -3.519
H: -2.352 0.254 -3.701
C: 1.388 -3.163 1.618
O: 0.800 -2.371 2.633
H: 1.308 -1.551 2.548
H: 0.933 -4.154 1.571
H: 1.256 -2.691 0.645
H: 2.455 -3.388 1.755

Calculated values
- Gap between HOMO and LUMO (alpha / beta): 2.6971 / 8.7232 eV
- Spin multiplicity: 2
- E_LUMO (alpha / beta): 3.62 / 3.51 eV
- Total charge: -1

=====

The least stable of them is arrangement 1.

=====

Arrangement 1

Here is a 2-piece molecular cluster, CH5N3O2 overall from the Open Molecules 2025 dataset. Energies are from ωB97M-V/def2-TZVPD.

CARTESIAN COORDINATES (ANGSTROEM)
N: -0.942 -1.245 -0.976
N: -0.035 -1.133 -1.741
N: 0.352 0.395 1.367
C: 1.534 0.813 0.877
O: -2.004 -0.322 -1.073
O: 2.428 0.090 0.529
H: -2.671 -0.587 -0.422
H: -0.056 -0.376 -2.436
H: 0.180 -0.591 1.427
H: -0.382 1.033 1.610
H: 1.598 1.921 0.839

Calculated values
- Gap between HOMO and LUMO: 10.6461 eV
- E_LUMO: 0.65 eV
- SMILES string: [H]/N=N\O.NC=O

=====

Arrangement 2

Here is a 2-piece molecular cluster, CH5N3O2 overall from the Open Molecules 2025 dataset. Energies are from ωB97M-V/def2-TZVPD.

CARTESIAN COORDINATES (ANGSTROEM)
N: 1.405 0.143 -0.541
C: -0.273 -0.231 -0.024
N: -2.706 0.508 0.269
N: 2.383 -0.551 0.095
O: -0.911 0.852 -0.110
O: -0.438 -1.363 0.314
H: 1.578 1.147 -0.576
H: -2.820 -0.170 -0.495
H: -3.034 1.405 -0.098
H: 2.156 -1.543 0.157
H: 2.660 -0.197 1.010

Calculated values
- Gap between HOMO and LUMO (alpha / beta): 7.5617 / 6.3494 eV
- E_LUMO (alpha / beta): -0.79 / -1.54 eV

=====

The least stable of them is arrangement 2.